1.
Formula: C2H13NO4
Source: OMol25
Level of theory: ωB97M-V/def2-TZVPD

Summary:
- spin multiplicity = 2
- LUMO level (spin up / spin down) (eV) = -3.95 / -9.28
- net charge = +1
- E_HOMO (spin up / spin down) (Ha) = -0.503 / -0.503
- M (g mol⁻¹) = 115.13
- frontier orbital gap (spin up / spin down) (eV) = 9.73 / 4.40
- ⟨S²⟩ = 0.7547

XYZ file:
```
20
Properties=species:S:1:pos:R:3:forces:R:3
C 2.08554 1.46514 0.90972 0.3 1.1 -1.1
N 0.70513 1.85930 0.93109 0.7 -1.3 3.1
C -0.26176 0.76904 0.91208 -1.4 -1.3 -1.7
O -0.20657 -0.12245 1.99600 0.9 1.2 0.1
H 2.32662 1.18096 -0.12676 0.0 0.0 0.0
H 2.71608 2.29773 1.21421 0.0 -0.2 0.0
H 2.29030 0.55919 1.49259 -0.4 0.0 0.2
H 0.46866 2.56358 1.64249 0.1 0.6 -0.8
H 0.01296 0.18407 0.02675 -0.3 0.0 0.1
H -1.27598 1.15304 0.77785 0.2 0.3 0.0
H -0.45463 0.34408 2.80825 -0.2 -0.3 0.1
H -1.20276 -2.17118 -2.25952 -0.2 -0.4 0.1
H -0.45326 -1.72740 -0.94961 -0.6 -0.8 -0.2
O -0.67255 -1.48687 -1.85771 0.6 1.1 0.2
H 0.89924 -2.22741 0.34772 1.0 0.2 -0.7
H 0.23590 -2.73387 1.51140 -0.5 -0.4 1.1
O 0.20777 -2.83823 0.56958 -0.2 0.2 -0.4
H -1.22563 0.29599 -2.47052 -0.4 -0.3 -0.7
H -1.52059 1.76091 -2.58925 -0.4 -0.4 -0.8
O -1.67344 0.92385 -3.07587 0.7 0.6 1.4
```
Forces are in eV/Å.



2.
Formula: C2H13NO5
Source: OMol25
Level of theory: ωB97M-V/def2-TZVPD

Summary:
- LUMO level (eV) = 0.51
- net charge = 0
- E_HOMO (Ha) = -0.365
- M (g mol⁻¹) = 131.13
- frontier orbital gap (eV) = 10.43

XYZ file:
```
21
Properties=species:S:1:pos:R:3:forces:R:3
C -1.80688 0.22458 0.81770 -0.5 -2.6 -0.5
N -2.09358 0.41039 -0.60935 -0.5 0.6 -3.1
C -1.51945 -0.05598 -1.83010 0.3 -2.5 3.1
O -0.68860 -0.95629 -1.79306 0.5 0.6 0.4
H -1.04208 0.90405 1.10441 0.7 0.4 0.7
H -1.52321 -0.86072 1.09647 -0.2 1.9 -0.8
H -2.75868 0.42786 1.34200 0.6 0.1 -0.2
H -2.80774 1.10312 -0.74955 0.0 0.1 -0.2
H -1.86447 0.08001 -2.85646 -1.0 1.6 0.5
O 1.38805 0.18873 -0.03174 -1.7 -0.1 0.2
H 1.77965 -0.23781 -0.78004 0.9 -0.3 -0.8
H 0.44398 -0.00768 -0.28445 1.1 0.2 0.6
O 3.44014 -1.42459 1.53642 -2.4 0.7 -0.9
H 3.02417 -2.31572 1.55316 0.4 0.9 -0.1
H 2.69660 -0.82583 1.13178 1.8 -1.5 0.9
O 0.33218 2.77131 -1.76845 -4.3 -2.1 -0.8
H 1.00663 2.98594 -2.32778 3.1 1.3 -0.9
H 0.25499 2.92300 -0.86175 1.2 0.8 1.7
O -0.08417 -1.34433 2.77654 2.9 -2.6 -3.2
H -0.53950 -0.87197 3.37501 -2.4 2.6 3.4
H 0.84194 -1.06722 2.83932 -0.3 -0.1 0.0
```
Forces are in eV/Å.



3.
Formula: C2H13NO5
Source: OMol25
Level of theory: ωB97M-V/def2-TZVPD

Summary:
- LUMO level (eV) = 0.21
- net charge = 0
- E_HOMO (Ha) = -0.349
- M (g mol⁻¹) = 131.13
- frontier orbital gap (eV) = 9.70

XYZ file:
```
21
Properties=species:S:1:pos:R:3:forces:R:3
N 1.69492 0.71855 -0.05734 -0.4 -4.2 -1.0
C 2.89346 0.20163 -0.75207 0.1 1.9 0.9
C 4.36647 0.25812 -0.00642 -1.6 2.3 -2.4
O 4.58450 1.01029 0.89750 -0.2 -0.6 0.6
H 1.19099 0.05810 0.55865 0.9 0.6 -0.5
H 1.82236 1.55971 0.35974 0.6 2.9 1.6
H 2.75916 0.72629 -1.73879 1.6 -0.2 0.7
H 2.80868 -0.79433 -1.03013 -0.7 -2.1 -0.3
H 5.22071 -0.12841 -0.62414 -0.5 -0.6 0.5
O -1.71076 -1.43655 -0.38188 1.9 -1.1 -2.1
H -1.23226 -2.13798 -0.91911 -1.2 0.3 1.4
H -1.27770 -0.72177 -0.88639 -0.7 0.7 0.7
O -1.22854 0.43344 2.25649 -2.4 0.3 1.1
H -0.31551 0.36849 2.22949 2.7 -0.2 -0.1
H -1.52124 0.52554 1.36319 -0.3 -0.1 -1.0
O -1.65586 1.29661 -0.97666 -3.0 -2.1 -1.5
H -2.45443 1.74208 -1.32725 0.1 -1.0 0.0
H -1.23190 2.04520 -0.72265 2.9 3.3 1.5
O -5.09671 -1.81638 0.93056 -0.4 -0.4 -0.2
H -4.32996 -1.40343 0.54369 0.7 0.4 0.0
H -5.28638 -2.50521 0.28350 -0.2 -0.1 0.2
```
Forces are in eV/Å.



4.
Formula: C2H14F6NaO13S2
Source: OMol25
Level of theory: ωB97M-V/def2-TZVPD

Summary:
- spin multiplicity = 2
- LUMO level (spin up / spin down) (eV) = -1.69 / -6.49
- net charge = 0
- E_HOMO (spin up / spin down) (Ha) = -0.367 / -0.367
- M (g mol⁻¹) = 447.23
- frontier orbital gap (spin up / spin down) (eV) = 8.31 / 3.50
- ⟨S²⟩ = 0.7613

XYZ file:
```
38
Properties=species:S:1:pos:R:3:forces:R:3
Na -3.44437 0.16930 0.67836 0.7 -0.4 0.0
C -0.67372 0.74595 -2.70912 1.6 0.6 1.3
F -1.10776 2.03947 -2.51493 0.2 -1.6 -0.7
F -1.63219 -0.04090 -3.14491 -0.3 0.4 -0.4
F 0.36674 0.74127 -3.59058 -1.4 0.2 0.9
S -0.07982 0.07878 -1.00843 1.4 -2.4 -1.4
O 0.69733 1.13597 -0.41170 -1.0 0.8 0.1
O -1.30899 -0.27488 -0.30867 -0.5 0.7 -0.2
O 0.77826 -1.07711 -1.33385 -1.9 1.6 -0.4
C -1.63686 -1.85924 4.30989 0.2 -0.1 2.2
F -0.72732 -2.31598 5.24388 -1.7 1.0 -1.9
F -1.97949 -2.80060 3.48249 0.3 0.0 0.0
F -2.74315 -1.39188 4.92747 1.4 -0.2 -0.5
S -0.84803 -0.47304 3.15546 0.6 -1.7 -4.2
O 0.02579 -1.23944 2.27583 -1.7 0.7 1.0
O -1.99943 0.20805 2.52147 0.5 -0.8 1.1
O -0.06990 0.36239 4.06479 0.0 1.4 1.8
O -2.33305 -2.89692 0.12301 -1.7 0.2 0.4
H -1.65951 -3.55729 -0.03979 0.5 0.2 0.2
H -1.89526 -2.06186 -0.04203 0.6 0.0 -0.1
O 1.39748 2.80288 -5.37885 0.2 0.3 -0.1
H 0.46196 2.77260 -5.17860 -0.2 0.0 0.1
H 1.65247 1.88513 -5.47350 0.1 -0.2 0.0
O 2.73412 -1.73694 0.31313 0.7 -0.3 0.3
H 2.26186 -1.27780 -0.38141 0.0 0.1 -0.1
H 2.04851 -2.04936 0.90353 -0.2 0.0 0.2
O 0.03924 -3.67131 -0.66303 0.1 -0.9 0.1
H -0.43935 -4.09665 -1.37456 0.1 -0.2 -0.4
H 0.54498 -2.98151 -1.09271 0.3 0.6 0.0
O -0.38544 2.42370 1.92650 0.0 0.2 1.1
H -1.23778 1.98816 1.93308 -0.4 -0.2 0.1
H 0.01642 2.15223 1.10124 0.7 -0.3 -0.8
O 3.11264 1.61853 0.44415 0.7 0.1 0.2
H 3.22107 2.56470 0.34809 0.0 0.2 0.1
H 2.34108 1.41066 -0.08285 0.0 -0.2 0.1
O 1.27055 3.84359 -0.85432 -0.1 0.4 0.1
H 1.08518 2.90861 -0.94192 -0.1 -0.3 -0.1
H 2.14580 3.95065 -1.22678 0.2 0.1 -0.2
```
Forces are in eV/Å.



5.
Formula: C2H14N2O4
Source: OMol25
Level of theory: ωB97M-V/def2-TZVPD

Summary:
- LUMO level (eV) = 0.57
- net charge = 0
- E_HOMO (Ha) = -0.335
- M (g mol⁻¹) = 130.14
- frontier orbital gap (eV) = 9.67

XYZ file:
```
22
Properties=species:S:1:pos:R:3:forces:R:3
H -0.24591 -1.93338 0.96826 1.4 0.4 0.8
N 0.32160 -1.09023 0.83501 -1.6 0.4 -1.0
C 1.51418 -0.77607 1.04260 1.1 -1.2 0.1
N 2.01626 0.40053 0.45810 0.3 -0.6 0.5
C 3.44203 0.54926 0.40073 1.2 -1.2 1.6
H 2.28173 -1.43585 1.59576 -0.9 1.1 -0.6
H 1.60072 0.53690 -0.43294 -0.7 0.3 -0.7
H 3.89512 1.41688 0.00107 -0.5 1.0 -1.6
H 3.80824 0.74510 1.38249 0.1 -0.3 1.4
H 4.01764 -0.34150 0.10297 -0.3 0.2 -0.5
O 1.51615 0.24504 -2.52577 0.7 -1.8 1.7
H 1.57441 -0.73786 -2.37219 -0.1 1.5 -0.1
H 1.18467 0.30322 -3.39591 -0.6 0.3 -1.6
O -3.95693 -1.92371 4.51088 -1.0 0.9 -1.0
H -3.84250 -2.84289 4.30697 0.3 -0.8 0.1
H -4.57357 -1.65206 3.78843 0.7 0.0 0.9
O -1.40879 1.58218 -0.11688 0.0 0.7 -1.6
H -0.86565 1.63891 -0.93443 -0.6 0.0 0.7
H -0.79737 1.18503 0.48454 0.6 -0.7 0.8
O -3.67075 1.07790 -3.50573 -0.1 -2.7 -3.6
H -4.35680 1.60121 -3.86763 -1.0 0.8 -0.6
H -3.45450 1.45142 -2.72630 1.2 1.9 4.2
```
Forces are in eV/Å.



6.
Formula: C2H14N2O4
Source: OMol25
Level of theory: ωB97M-V/def2-TZVPD

Summary:
- LUMO level (eV) = 0.52
- net charge = 0
- E_HOMO (Ha) = -0.347
- M (g mol⁻¹) = 130.14
- frontier orbital gap (eV) = 9.96

XYZ file:
```
22
Properties=species:S:1:pos:R:3:forces:R:3
C -1.24395 -0.17920 1.93265 0.9 -0.4 2.4
N -1.03229 0.20247 0.53968 -1.1 0.3 -0.5
C -1.67790 -0.42919 -0.39832 0.9 1.4 0.3
N -2.19504 -1.66429 -0.23033 -3.0 -2.3 -1.6
H -2.32906 -0.03420 2.35447 1.8 -0.4 -1.2
H -0.56926 0.43227 2.64388 -1.1 -0.4 -1.4
H -0.85211 -1.21690 2.22925 -0.9 0.9 -0.7
H -1.75516 0.09096 -1.43257 0.3 -1.4 1.7
H -2.35538 -2.12609 0.66804 0.6 0.9 -0.2
H -2.88651 -2.09945 -0.93145 1.8 1.4 1.2
O 1.81208 -1.79791 -0.67885 5.0 0.2 -0.4
H 1.99057 -0.95648 -1.09928 0.1 0.2 -0.2
H 0.93229 -1.84557 -0.58700 -5.1 -0.3 0.5
O 2.80308 1.16703 1.97106 -3.6 -1.5 -1.6
H 3.52186 1.43074 1.43624 1.4 0.4 -0.9
H 2.11854 0.82514 1.24243 2.3 1.0 2.5
O -0.02029 0.68532 -2.96278 -0.5 1.5 -1.5
H -0.00610 1.60577 -3.33268 -0.2 -1.3 -0.1
H 0.35390 0.93001 -2.12803 0.7 -0.1 1.1
O 1.23550 1.56552 -0.71985 2.2 1.2 -1.5
H 1.51138 2.38477 -0.28121 -0.6 -0.6 0.2
H 0.64385 1.02928 -0.23535 -1.8 -0.5 1.9
```
Forces are in eV/Å.



7.
Formula: C2H14NO3
Source: OMol25
Level of theory: ωB97M-V/def2-TZVPD

Summary:
- LUMO level (eV) = -2.77
- net charge = +1
- E_HOMO (Ha) = -0.549
- M (g mol⁻¹) = 100.14
- frontier orbital gap (eV) = 12.17

XYZ file:
```
20
Properties=species:S:1:pos:R:3:forces:R:3
C -1.17396 -0.14343 1.16540 0.2 0.8 -1.2
N -0.02827 0.51807 0.39248 -1.6 0.7 -0.7
C -0.52423 0.96155 -0.93854 -0.5 2.4 -0.7
H -0.76287 -1.02197 1.64092 -0.5 0.0 0.4
H -1.66384 0.63979 1.75508 0.8 -0.4 0.7
H -1.97312 -0.27989 0.43809 0.3 -1.1 0.0
H 0.81593 -0.05735 0.19727 -0.5 -0.4 0.8
H 0.17876 1.36831 0.92727 0.8 -0.3 0.0
H -0.37825 0.30665 -1.78960 0.3 -0.5 0.5
H -0.12594 1.96123 -1.19982 0.7 -0.7 0.1
H -1.57322 1.26154 -0.90577 -0.2 -0.7 0.3
H -1.26019 -3.02962 -2.31606 -0.1 -0.4 -0.2
H -0.22603 -3.96777 -1.61102 -0.2 -0.5 -0.3
O -0.55693 -3.07555 -1.66876 0.3 0.9 0.5
H 1.54335 -2.41931 -0.32459 -0.1 0.8 0.1
H 2.59865 -1.28005 -0.33574 0.1 -0.2 0.0
O 1.70362 -1.49516 -0.04929 0.3 -0.5 -0.2
H 1.52360 3.46185 2.14770 0.3 -0.6 0.5
H 0.74982 3.46628 0.93998 -0.4 0.2 -0.8
O 1.13311 2.82482 1.53502 0.0 0.6 0.1
```
Forces are in eV/Å.



8.
Formula: C2H14NO3
Source: OMol25
Level of theory: ωB97M-V/def2-TZVPD

Summary:
- LUMO level (eV) = -2.89
- net charge = +1
- E_HOMO (Ha) = -0.554
- M (g mol⁻¹) = 100.14
- frontier orbital gap (eV) = 12.18

XYZ file:
```
20
Properties=species:S:1:pos:R:3:forces:R:3
C -0.53340 -1.35870 1.08161 0.0 0.0 0.5
N 0.74798 -0.59588 1.10916 0.6 0.2 -1.0
C 0.72336 0.60546 1.98085 -0.3 -0.1 0.1
H -0.38090 -2.42441 0.95137 0.2 0.0 -0.3
H -1.16978 -0.94303 0.30541 0.0 -0.1 0.0
H -0.99835 -1.21657 2.04740 -0.2 0.0 0.2
H 1.58950 -1.13705 1.32458 -0.4 -0.3 0.3
H 0.98502 -0.26839 0.15009 0.1 0.0 0.3
H 0.61429 0.28510 3.01396 0.2 0.0 0.0
H 1.62150 1.18524 1.80309 0.1 0.0 0.1
H -0.15691 1.17989 1.72420 -0.1 0.2 -0.1
H 1.66006 0.70182 -1.73634 0.0 -0.2 -0.1
H 3.12631 0.68666 -1.24599 -0.4 -0.2 0.2
O 2.21743 0.49602 -0.96338 0.2 0.3 -0.3
H -0.45170 0.17039 -3.30986 0.2 -0.2 0.1
H 0.14559 1.56111 -3.32302 0.1 0.0 0.0
O 0.33873 0.65714 -3.04350 -0.3 0.3 0.0
H -3.95470 -0.04344 -1.08415 0.0 -0.3 -0.1
H -2.97533 0.66820 -0.20564 0.0 -0.3 0.0
O -3.14870 -0.20957 -0.57985 0.0 0.7 0.1
```
Forces are in eV/Å.



9.
Formula: C2H14NO3S2
Source: OMol25
Level of theory: ωB97M-V/def2-TZVPD

Summary:
- LUMO level (eV) = -3.11
- net charge = +1
- E_HOMO (Ha) = -0.449
- M (g mol⁻¹) = 164.27
- frontier orbital gap (eV) = 9.11

XYZ file:
```
22
Properties=species:S:1:pos:R:3:forces:R:3
N -1.48233 1.39700 -0.10746 0.0 0.2 1.1
C -0.28423 1.15245 0.73170 1.5 -1.0 1.5
C 0.73846 0.28526 0.00181 0.0 0.0 -0.4
S 1.86550 -0.40008 1.28654 -0.3 0.8 0.7
S 2.86374 -2.05147 0.71922 0.3 -0.4 -0.7
H -1.83585 0.54537 -0.56917 -0.1 0.3 0.0
H -1.28110 2.06738 -0.86019 -0.1 0.1 -0.1
H -2.22095 1.71887 0.53275 -0.1 0.0 -0.6
H -0.45614 0.66682 1.71877 -1.1 0.1 -0.9
H 0.20754 2.05989 1.08529 -0.4 0.5 -0.7
H 0.24028 -0.52699 -0.53368 0.1 0.0 -0.1
H 1.25519 0.95876 -0.68953 0.2 -0.6 -0.1
H 2.20383 -3.04616 1.34958 -0.3 0.3 0.0
H -0.58270 3.01514 -3.46335 -0.2 -0.3 0.3
H -1.71517 1.98177 -3.22711 -0.2 -0.1 -0.3
O -0.94895 2.38435 -2.82108 0.4 0.3 0.2
H -2.29252 -1.00654 0.96332 -0.1 0.3 -0.4
H -3.24314 -0.99498 2.03526 -0.7 0.5 0.3
O -3.01439 -0.43728 1.28023 0.8 -0.9 0.2
H -2.20505 -0.70734 -2.61441 0.0 -0.1 0.1
H -3.44730 0.12782 -2.75740 -0.4 0.1 0.1
O -2.76979 -0.10201 -2.11711 0.4 -0.1 -0.3
```
Forces are in eV/Å.



10.
Formula: C2H14O4
Source: OMol25
Level of theory: ωB97M-V/def2-TZVPD

Summary:
- LUMO level (eV) = 0.58
- net charge = 0
- E_HOMO (Ha) = -0.407
- M (g mol⁻¹) = 102.13
- frontier orbital gap (eV) = 11.64

XYZ file:
```
20
Properties=species:S:1:pos:R:3:forces:R:3
C -2.21815 -0.62005 -0.71972 0.5 0.6 -1.6
C -2.05843 0.33967 0.41465 -1.3 -1.5 0.4
H -2.67427 -1.54451 -0.44826 -0.7 -0.6 0.0
H -2.74386 -0.08149 -1.52967 0.0 -0.7 0.1
H -1.21417 -0.83956 -1.09149 -0.1 -0.3 -0.1
H -2.90779 0.96767 0.47505 -0.9 0.9 0.1
H -1.22222 0.89564 0.14675 1.7 1.2 0.6
H -2.06761 -0.24595 1.32636 0.8 0.4 0.5
O 1.63587 -0.77396 -1.51599 1.5 1.3 0.6
H 1.63440 -1.37690 -0.73153 -1.1 0.0 -1.2
H 1.15829 -0.90547 -2.33256 -0.3 -1.0 0.5
O 1.59486 0.83178 1.79990 -0.7 1.0 -0.9
H 2.52865 0.86675 2.00161 0.2 0.0 0.0
H 1.43657 1.46820 1.00020 0.5 -1.2 1.4
O 0.88092 -1.59344 0.88214 0.0 -1.0 -0.6
H 0.97394 -0.72091 1.27372 0.2 0.7 0.6
H 0.38800 -2.16526 1.46994 0.0 0.1 0.1
O 1.30594 1.88255 -0.54240 2.1 -0.7 -2.0
H 1.72142 0.99246 -0.93534 -1.4 2.0 0.8
H 1.84766 2.62279 -0.94337 -1.0 -1.3 0.7
```
Forces are in eV/Å.



Question: Among the records above, which one has the highest M?
Answer: C2H14F6NaO13S2



Question: What is the formula in the seventh record?
Answer: C2H14NO3



Repeat the fourth record exactly.
Formula: C2H14F6NaO13S2
Source: OMol25
Level of theory: ωB97M-V/def2-TZVPD

Summary:
- spin multiplicity = 2
- LUMO level (spin up / spin down) (eV) = -1.69 / -6.49
- net charge = 0
- E_HOMO (spin up / spin down) (Ha) = -0.367 / -0.367
- M (g mol⁻¹) = 447.23
- frontier orbital gap (spin up / spin down) (eV) = 8.31 / 3.50
- ⟨S²⟩ = 0.7613

XYZ file:
```
38
Properties=species:S:1:pos:R:3:forces:R:3
Na -3.44437 0.16930 0.67836 0.7 -0.4 0.0
C -0.67372 0.74595 -2.70912 1.6 0.6 1.3
F -1.10776 2.03947 -2.51493 0.2 -1.6 -0.7
F -1.63219 -0.04090 -3.14491 -0.3 0.4 -0.4
F 0.36674 0.74127 -3.59058 -1.4 0.2 0.9
S -0.07982 0.07878 -1.00843 1.4 -2.4 -1.4
O 0.69733 1.13597 -0.41170 -1.0 0.8 0.1
O -1.30899 -0.27488 -0.30867 -0.5 0.7 -0.2
O 0.77826 -1.07711 -1.33385 -1.9 1.6 -0.4
C -1.63686 -1.85924 4.30989 0.2 -0.1 2.2
F -0.72732 -2.31598 5.24388 -1.7 1.0 -1.9
F -1.97949 -2.80060 3.48249 0.3 0.0 0.0
F -2.74315 -1.39188 4.92747 1.4 -0.2 -0.5
S -0.84803 -0.47304 3.15546 0.6 -1.7 -4.2
O 0.02579 -1.23944 2.27583 -1.7 0.7 1.0
O -1.99943 0.20805 2.52147 0.5 -0.8 1.1
O -0.06990 0.36239 4.06479 0.0 1.4 1.8
O -2.33305 -2.89692 0.12301 -1.7 0.2 0.4
H -1.65951 -3.55729 -0.03979 0.5 0.2 0.2
H -1.89526 -2.06186 -0.04203 0.6 0.0 -0.1
O 1.39748 2.80288 -5.37885 0.2 0.3 -0.1
H 0.46196 2.77260 -5.17860 -0.2 0.0 0.1
H 1.65247 1.88513 -5.47350 0.1 -0.2 0.0
O 2.73412 -1.73694 0.31313 0.7 -0.3 0.3
H 2.26186 -1.27780 -0.38141 0.0 0.1 -0.1
H 2.04851 -2.04936 0.90353 -0.2 0.0 0.2
O 0.03924 -3.67131 -0.66303 0.1 -0.9 0.1
H -0.43935 -4.09665 -1.37456 0.1 -0.2 -0.4
H 0.54498 -2.98151 -1.09271 0.3 0.6 0.0
O -0.38544 2.42370 1.92650 0.0 0.2 1.1
H -1.23778 1.98816 1.93308 -0.4 -0.2 0.1
H 0.01642 2.15223 1.10124 0.7 -0.3 -0.8
O 3.11264 1.61853 0.44415 0.7 0.1 0.2
H 3.22107 2.56470 0.34809 0.0 0.2 0.1
H 2.34108 1.41066 -0.08285 0.0 -0.2 0.1
O 1.27055 3.84359 -0.85432 -0.1 0.4 0.1
H 1.08518 2.90861 -0.94192 -0.1 -0.3 -0.1
H 2.14580 3.95065 -1.22678 0.2 0.1 -0.2
```
Forces are in eV/Å.



Question: What is the formula in the third record?
Answer: C2H13NO5